Entry 1:
112
Properties=species:S:1:pos:R:3:mulliken_charge:R:1 method="wB97M-V/def2-TZVPD" charge=-1 homo_ha=-0.1923 lumo_energy_ev=1.793 fmax_ev_per_a=1.325 e_above_lowest_kcal_mol=0.0
Sr -0.833 -0.896 -0.211 1.041
C 0.042 5.379 -0.324 -0.853
N 0.344 4.023 0.072 0.493
C 1.577 3.581 0.471 -0.966
C 1.420 2.269 0.814 -0.346
N 0.124 1.900 0.653 0.619
C -0.511 2.961 0.198 -0.232
P -2.301 3.122 -0.083 -0.827
C -2.870 2.028 1.244 -0.803
N -2.522 0.774 1.422 1.365
C -3.036 0.388 2.618 -0.891
C -3.720 1.433 3.176 -1.007
N -3.614 2.480 2.298 0.336
C -4.216 3.784 2.462 -0.889
C -2.593 2.105 -1.570 -0.724
N -2.374 0.815 -1.728 2.127
C -2.797 0.477 -2.977 -1.159
C -3.292 1.593 -3.596 -0.782
N -3.164 2.624 -2.698 0.471
C -3.520 4.006 -2.950 -0.898
H 0.865 5.771 -0.919 0.378
H -0.111 6.015 0.549 0.305
H -0.859 5.393 -0.933 0.215
H 2.443 4.220 0.428 0.444
H 2.171 1.560 1.120 0.045
H -2.853 -0.605 2.999 0.519
H -4.260 1.527 4.103 0.460
H -4.658 3.835 3.454 0.322
H -4.995 3.949 1.718 0.295
H -3.467 4.569 2.371 0.322
H -2.676 -0.536 -3.334 0.485
H -3.690 1.757 -4.583 0.511
H -3.925 4.074 -3.957 0.343
H -2.641 4.645 -2.882 0.271
H -4.267 4.347 -2.236 0.341
O 0.591 -3.238 3.389 -0.666
C 0.454 -2.462 2.174 0.917
O -0.784 -1.990 2.034 -0.246
C 0.836 -3.404 0.984 -0.680
C 1.767 -4.438 1.000 -0.767
C 2.001 -5.125 -0.185 -0.680
C 1.321 -4.793 -1.349 -0.463
C 0.393 -3.759 -1.287 0.054
N 0.192 -3.137 -0.139 0.695
C -0.486 -3.288 -2.483 -0.192
O -0.323 -3.878 -3.552 -0.827
O -1.303 -2.360 -2.202 -0.451
H -0.328 -3.319 3.671 0.580
H 2.279 -4.700 1.918 0.587
H 2.722 -5.936 -0.199 0.393
H 1.484 -5.302 -2.289 0.550
N -5.465 0.280 -0.710 -0.512
C -5.389 -0.935 -0.049 0.216
N -4.280 -1.462 0.321 0.344
C -4.518 -2.642 1.023 -1.011
C -3.528 -3.447 1.581 0.096
C -3.918 -4.596 2.245 -0.956
C -5.265 -4.953 2.364 -0.516
C -6.256 -4.155 1.823 -0.478
C -5.867 -2.999 1.158 0.631
S -6.858 -1.783 0.393 -0.395
H -4.558 0.509 -1.102 0.085
H -6.191 0.316 -1.410 0.316
H -2.480 -3.163 1.535 1.077
H -3.158 -5.232 2.683 0.445
H -5.536 -5.862 2.886 0.368
H -7.300 -4.424 1.918 0.376
Cl 0.777 0.144 4.893 -0.241
C 2.253 -0.740 4.599 0.920
C 3.172 -0.819 5.636 -0.536
C 4.349 -1.522 5.452 -0.560
C 4.599 -2.134 4.231 -1.079
C 3.673 -2.034 3.209 0.112
C 2.471 -1.337 3.362 -0.909
C 1.494 -1.275 2.231 1.047
H 2.948 -0.331 6.575 0.448
H 5.068 -1.587 6.260 0.366
H 5.517 -2.686 4.072 0.396
H 3.870 -2.505 2.252 0.340
H 2.071 -1.236 1.305 -1.140
H 0.903 -0.361 2.284 0.080
C 2.908 2.472 -4.323 -1.911
C 1.557 2.230 -3.662 1.921
C 0.723 1.227 -4.449 -1.511
C 0.794 3.540 -3.505 -1.459
O 1.752 1.766 -2.319 0.498
P 2.318 0.286 -1.963 -1.407
O 2.832 -0.410 -3.169 -0.887
O 1.260 -0.360 -1.117 1.581
O 3.523 0.718 -0.964 -0.356
C 4.693 -0.106 -0.754 1.832
C 5.223 0.338 0.605 -1.656
C 4.352 -1.593 -0.732 -0.988
C 5.691 0.204 -1.862 -1.987
H 2.776 2.846 -5.342 0.446
H 3.466 1.537 -4.357 0.300
H 3.478 3.211 -3.754 0.317
H 0.430 1.662 -5.409 0.449
H -0.182 0.980 -3.893 0.128
H 1.281 0.308 -4.621 0.426
H 0.612 4.004 -4.477 0.485
H 1.368 4.229 -2.884 0.216
H -0.166 3.347 -3.017 0.213
H 4.518 0.072 1.395 0.191
H 5.363 1.421 0.609 0.347
H 6.180 -0.139 0.826 0.457
H 3.527 -1.795 -0.049 -0.107
H 5.225 -2.154 -0.388 0.521
H 4.065 -1.947 -1.721 0.367
H 5.970 1.259 -1.832 0.354
H 5.237 -0.022 -2.827 0.292
H 6.594 -0.400 -1.740 0.462

Entry 2:
118
Properties=species:S:1:pos:R:3:mulliken_charge:R:1 method="wB97M-V/def2-TZVPD" charge=0 homo_ha=-0.2801 lumo_energy_ev=-0.973 fmax_ev_per_a=7.760 e_above_lowest_kcal_mol=90.7
C 9.565 -0.698 17.968 -0.404
Br 9.462 -2.460 16.892 -0.088
Br 10.138 0.817 16.875 -0.017
Br 11.078 -1.091 19.294 0.036
H 8.655 -0.417 18.497 0.472
C 12.094 -4.376 29.669 -0.363
Br 11.832 -6.321 29.878 -0.049
Br 13.289 -3.863 28.147 0.093
Br 12.709 -3.617 31.398 -0.047
H 11.151 -3.942 29.337 0.332
C 10.463 -3.375 24.617 -0.695
C 11.840 -3.329 24.468 -0.716
C 12.330 -3.341 23.154 -0.460
C 11.404 -3.406 22.022 -0.292
C 10.055 -3.227 22.238 -0.384
C 9.626 -3.390 23.529 0.542
O 8.371 -3.542 23.819 -0.575
O 13.613 -3.075 22.923 -0.412
H 10.095 -3.519 25.623 1.570
H 12.503 -3.514 25.300 0.535
H 11.863 -3.332 21.047 0.484
H 9.428 -3.296 21.362 0.443
H 7.939 -3.650 22.969 -0.063
H 13.975 -2.917 23.798 0.073
C 5.728 -2.808 20.630 -0.664
C 5.500 -3.224 19.304 -0.345
C 4.346 -3.906 19.050 0.128
C 3.396 -4.042 20.011 -0.306
C 3.484 -3.468 21.330 -0.790
C 4.730 -2.947 21.610 0.719
O 4.939 -2.514 22.899 -0.485
O 4.045 -4.493 17.828 -0.542
H 6.664 -2.283 20.756 0.560
H 6.260 -3.071 18.552 0.461
H 2.548 -4.671 19.783 0.385
H 2.763 -3.439 22.133 0.313
H 4.095 -2.383 23.338 0.279
H 3.311 -4.040 17.408 0.329
C 12.829 -0.596 27.779 -0.602
C 11.655 -0.883 26.993 -0.335
C 10.384 -0.731 27.511 -0.027
C 10.236 0.009 28.717 -0.768
C 11.418 0.304 29.411 -0.364
C 12.623 -0.080 29.039 0.642
O 13.799 0.235 29.684 -0.564
O 9.310 -1.024 26.669 -0.566
H 13.837 -0.750 27.424 0.537
H 11.875 -1.084 25.955 0.649
H 9.250 0.335 29.014 0.440
H 11.286 0.858 30.328 0.317
H 13.535 0.168 30.605 0.288
H 9.454 -1.619 25.930 0.357
C 8.746 -8.543 21.054 -0.113
C 8.876 -9.946 21.284 -0.584
C 8.469 -10.552 22.456 0.513
C 7.766 -9.815 23.327 -0.723
C 7.701 -8.467 23.219 -0.592
C 8.198 -7.785 22.137 0.060
O 7.920 -6.473 22.012 0.195
O 8.733 -11.866 22.661 -0.605
H 9.092 -8.133 20.117 0.453
H 9.481 -10.626 20.702 0.341
H 7.303 -10.242 24.204 0.330
H 7.323 -7.807 23.986 0.490
H 8.318 -6.052 21.247 0.200
H 8.811 -12.155 23.573 0.310
C 14.621 -8.700 23.756 -0.938
C 13.253 -8.551 23.507 -0.603
C 12.746 -7.448 23.093 -0.052
C 13.536 -6.368 22.789 0.933
C 14.960 -6.411 23.079 -1.151
C 15.509 -7.607 23.654 -0.920
O 16.774 -7.630 24.159 -0.579
O 11.381 -7.420 22.776 -0.041
H 14.858 -9.650 24.212 0.403
H 12.542 -9.332 23.730 0.521
H 13.031 -5.524 22.343 0.180
H 15.626 -5.561 23.074 1.562
H 16.763 -7.540 25.115 0.355
H 11.076 -8.310 22.966 -0.041
C 3.118 -8.243 24.365 -0.394
C 3.515 -8.203 22.975 -0.660
C 4.451 -7.207 22.653 0.198
C 5.072 -6.419 23.651 -0.328
C 4.696 -6.488 24.964 -0.783
C 3.691 -7.445 25.323 0.435
O 3.199 -7.438 26.606 -0.585
O 4.769 -7.026 21.343 -0.647
H 2.350 -8.923 24.703 0.420
H 3.046 -8.842 22.242 0.470
H 5.815 -5.673 23.411 0.796
H 5.116 -5.788 25.671 0.482
H 3.128 -6.521 26.881 0.308
H 5.400 -6.303 21.369 0.125
C 16.326 -2.619 25.331 0.752
O 15.127 -2.714 25.456 -0.618
N 17.214 -3.425 25.896 -0.426
N 17.013 -1.776 24.601 -0.446
H 16.969 -4.120 26.588 0.204
H 18.130 -3.343 25.481 0.115
H 16.501 -0.914 24.482 0.247
H 18.004 -1.898 24.448 0.140
C 17.457 -4.771 20.726 0.447
O 18.145 -4.239 19.845 -0.713
N 16.783 -4.101 21.588 -0.175
N 17.363 -6.065 20.974 -0.239
H 15.912 -4.538 21.853 0.166
H 16.657 -3.103 21.497 0.240
H 16.750 -6.485 21.658 0.325
H 17.865 -6.679 20.350 0.164
C 10.400 -5.606 19.514 0.686
O 9.227 -5.701 19.769 -0.732
N 10.828 -4.988 18.506 -0.359
N 11.376 -6.105 20.169 0.150
H 10.081 -4.494 18.041 -0.087
H 11.739 -4.555 18.452 0.251
H 11.232 -6.481 21.095 -0.097
H 12.251 -6.460 19.812 0.206

Entry 3:
104
Properties=species:S:1:pos:R:3:mulliken_charge:R:1 method="wB97M-V/def2-TZVPD" charge=+1 spin_multiplicity=5 homo_ha="-0.3633 / -0.3639" lumo_energy_ev="-2.069 / -2.487" fmax_ev_per_a=0.319 e_above_lowest_kcal_mol=0.0
Fe -2.377 0.098 0.400 0.853
C -5.363 0.360 -0.427 -1.210
N -4.346 -0.700 -0.360 0.802
C -4.884 -1.829 0.412 -1.317
C -3.985 -1.179 -1.721 -1.856
C -2.540 -1.666 -1.705 -0.094
N -1.683 -0.518 -1.349 1.553
C -1.377 0.310 -2.419 0.155
C -1.657 1.678 -2.361 0.219
F -2.371 2.131 -1.294 -0.183
C -1.327 2.573 -3.357 -0.367
F -1.666 3.864 -3.203 -0.395
C -0.703 2.149 -4.508 -0.493
C -0.456 0.793 -4.623 0.052
F 0.125 0.320 -5.728 -0.332
C -0.789 -0.104 -3.625 0.046
F -0.540 -1.403 -3.848 -0.260
H -6.273 0.003 -0.922 0.349
H -4.965 1.210 -0.981 0.345
H -5.616 0.686 0.582 0.200
H -5.120 -1.501 1.423 0.213
H -5.799 -2.215 -0.050 0.402
H -4.153 -2.636 0.458 0.241
H -4.050 -0.332 -2.408 0.498
H -4.696 -1.942 -2.056 0.421
H -2.285 -2.109 -2.668 0.698
H -2.405 -2.461 -0.965 -0.099
H -0.442 2.836 -5.299 0.571
C 1.372 0.754 1.214 -0.220
C 1.852 -0.675 1.483 -1.666
C 1.041 -1.765 0.798 0.133
Sb 1.414 -1.945 -1.326 0.493
C 3.336 -2.806 -0.920 0.218
C 4.462 -2.022 -1.167 -0.276
C 5.731 -2.476 -0.828 -0.673
C 5.885 -3.726 -0.250 -0.478
C 4.771 -4.522 -0.011 -0.681
C 3.504 -4.061 -0.340 -0.205
C 0.300 -3.762 -1.566 0.352
C -0.338 -4.421 -0.517 -0.024
C -1.106 -5.557 -0.747 -0.656
C -1.243 -6.052 -2.035 -0.542
C -0.606 -5.412 -3.089 -0.762
C 0.154 -4.274 -2.855 -0.566
Sb 2.345 1.711 -0.474 1.065
C 1.520 3.686 -0.176 -0.262
C 1.616 4.348 1.052 -0.138
C 1.233 5.676 1.175 -0.581
C 0.751 6.366 0.066 -0.592
C 0.654 5.725 -1.161 -0.579
C 1.038 4.392 -1.277 -0.289
C 4.125 2.231 0.599 0.479
C 4.988 3.146 0.000 -0.698
C 6.155 3.542 0.636 -0.610
C 6.480 3.014 1.879 -0.489
C 5.635 2.094 2.479 -0.797
C 4.462 1.704 1.843 -0.061
H 1.578 1.402 2.069 0.643
H 0.286 0.792 1.051 -0.741
H 1.853 -0.854 2.563 0.561
H 2.903 -0.792 1.194 0.529
H -0.041 -1.647 0.939 -0.825
H 1.326 -2.735 1.212 0.794
H 4.354 -1.048 -1.635 0.367
H 6.598 -1.856 -1.022 0.423
H 6.872 -4.086 0.009 0.382
H 4.892 -5.503 0.430 0.414
H 2.641 -4.693 -0.154 0.286
H -0.236 -4.060 0.498 0.166
H -1.586 -6.063 0.082 0.445
H -1.837 -6.939 -2.217 0.420
H -0.702 -5.799 -4.095 0.416
H 0.634 -3.779 -3.691 0.411
H 2.019 3.830 1.916 0.329
H 1.320 6.177 2.131 0.433
H 0.478 7.410 0.157 0.414
H 0.292 6.257 -2.031 0.426
H 0.964 3.902 -2.242 0.399
H 4.750 3.563 -0.974 0.368
H 6.812 4.259 0.162 0.406
H 7.393 3.316 2.375 0.391
H 5.888 1.674 3.444 0.399
H 3.819 0.984 2.333 0.229
N -1.870 4.217 0.623 0.075
C -2.891 3.569 1.129 0.505
N -4.102 4.125 1.114 -0.354
S -2.692 2.020 1.868 -0.541
H -1.952 5.129 0.201 0.256
H -0.944 3.811 0.649 -0.311
H -4.255 5.068 0.796 0.211
H -4.869 3.623 1.525 0.244
C -2.020 -2.894 2.796 -1.093
P -2.297 -1.091 2.717 0.891
C -1.014 -0.437 3.830 -0.973
C -3.776 -0.904 3.778 -1.572
H -2.054 -3.240 3.830 0.531
H -1.048 -3.140 2.374 0.216
H -2.791 -3.414 2.225 0.345
H -1.040 -0.964 4.784 0.566
H -1.185 0.626 3.995 0.367
H -0.035 -0.556 3.375 -0.002
H -3.542 -1.242 4.788 0.481
H -4.609 -1.494 3.403 0.453
H -4.073 0.144 3.813 0.312

Entry 4:
103
Properties=species:S:1:pos:R:3:mulliken_charge:R:1 method="wB97M-V/def2-TZVPD" charge=-2 spin_multiplicity=2 homo_ha="-0.0102 / -0.0089" lumo_energy_ev="3.898 / 3.401" fmax_ev_per_a=2.185
Sr -0.427 0.697 1.451 1.942
O -2.204 0.398 2.860 -0.390
N -2.392 1.327 3.694 -0.625
N -1.489 2.234 3.771 0.998
O -0.408 2.261 3.058 -0.971
C -1.695 3.245 4.707 0.216
C -0.783 4.301 4.778 -0.346
C -0.948 5.286 5.728 -0.567
C -2.012 5.243 6.616 -0.432
C -2.936 4.211 6.527 -0.513
C -2.786 3.217 5.582 -0.400
H 0.043 4.320 4.083 0.346
H -0.238 6.097 5.786 0.366
H -2.120 6.004 7.376 0.351
H -3.779 4.179 7.206 0.348
H -3.488 2.405 5.500 0.416
C 3.006 3.054 1.981 -1.111
Si 2.256 2.203 0.425 0.486
C 0.734 3.198 -0.113 -0.895
C 3.588 2.577 -0.919 -1.371
N 1.825 0.623 0.829 0.779
C 2.633 -0.384 1.194 -0.937
C 3.926 -0.522 0.661 0.014
C 4.804 -1.511 1.042 -0.883
C 4.394 -2.445 1.985 -1.094
C 3.122 -2.367 2.505 -0.353
C 2.193 -1.365 2.160 0.255
N 0.974 -1.292 2.726 0.699
Si 0.406 -2.319 3.961 -0.065
C 0.320 -4.215 3.563 -1.220
C -1.381 -1.913 4.485 -0.956
C 1.396 -2.202 5.625 -1.236
H 3.301 4.088 1.824 0.348
H 3.883 2.501 2.305 0.277
H 2.284 3.028 2.790 0.071
H 1.031 4.181 -0.470 0.482
H 0.052 3.346 0.719 0.399
H 0.193 2.715 -0.920 0.028
H 3.649 3.641 -1.141 0.390
H 3.363 2.064 -1.848 0.270
H 4.573 2.259 -0.585 0.379
H 4.219 0.196 -0.087 0.055
H 5.799 -1.564 0.612 0.347
H 5.067 -3.232 2.312 0.325
H 2.805 -3.105 3.225 0.176
H -0.311 -4.386 2.696 0.270
H -0.101 -4.779 4.392 0.354
H 1.295 -4.639 3.341 0.384
H -2.014 -1.763 3.616 0.134
H -1.416 -1.004 5.077 0.203
H -1.803 -2.717 5.083 0.399
H 2.435 -2.489 5.505 0.344
H 0.967 -2.827 6.405 0.341
H 1.382 -1.177 5.984 0.286
C 1.782 -4.658 -6.618 -1.611
C 1.062 -3.983 -5.484 1.153
C 0.087 -3.028 -5.713 -1.046
C -0.532 -2.367 -4.658 1.659
C -1.612 -1.370 -4.980 -1.667
C -0.174 -2.626 -3.332 -1.326
Te -1.000 -1.358 -1.559 0.470
N -1.890 0.029 -0.169 -1.498
C -2.710 1.023 -0.190 1.413
O -2.591 2.038 0.537 -0.664
C -3.903 0.971 -1.122 -0.330
C -4.367 -0.226 -1.661 0.096
C -5.446 -0.234 -2.527 -0.946
C -6.096 0.949 -2.845 -0.239
C -5.650 2.143 -2.299 -0.652
C -4.564 2.152 -1.444 -0.219
C -0.335 0.318 -2.665 0.869
C -1.251 1.307 -2.988 0.068
C -0.891 2.425 -3.717 -0.628
C 0.418 2.557 -4.147 -0.946
C 1.342 1.584 -3.817 -0.432
C 0.992 0.467 -3.066 0.811
C 2.032 -0.549 -2.720 -1.701
C 0.745 -3.658 -3.110 1.613
C 1.107 -4.071 -1.710 -2.205
C 1.360 -4.310 -4.169 -0.818
H 1.379 -4.352 -7.583 0.342
H 1.696 -5.743 -6.537 0.359
H 2.843 -4.398 -6.591 0.297
H -0.192 -2.783 -6.733 0.286
H -2.205 -1.710 -5.832 0.567
H -1.179 -0.400 -5.231 0.261
H -2.265 -1.235 -4.115 0.065
H -3.864 -1.149 -1.399 0.615
H -5.781 -1.169 -2.964 0.391
H -6.949 0.941 -3.515 0.373
H -6.150 3.072 -2.545 0.375
H -4.203 3.073 -1.013 0.442
H -2.273 1.202 -2.660 -0.259
H -1.632 3.177 -3.960 0.440
H 0.719 3.419 -4.730 0.344
H 2.367 1.692 -4.156 0.400
H 3.022 -0.098 -2.675 0.550
H 2.044 -1.341 -3.470 0.325
H 1.808 -1.004 -1.754 -0.089
H 0.350 -3.745 -1.001 0.345
H 2.058 -3.625 -1.417 0.318
H 1.207 -5.155 -1.651 0.523
H 2.098 -5.079 -3.965 0.396

no.,electronic energy (eV)
1,-115886.8776
2,-503232.3448
3,-127739.8146
4,-80807.1678